Entry 1:
Density functional theory data (the ωB97M-V functional and the def2-TZVPD basis) for 2 unconnected molecules or ions with the total composition CHBrOS2 in a non-equilibrium geometry.

The geometry in XYZ format:
```
6
Properties=species:S:1:pos:R:3:nbo_charge:R:1
C 1.34 -1.62 -0.58 0.50
O 1.14 -2.72 -0.57 -0.50
S 0.39 2.07 0.46 -0.11
S -0.81 0.99 -0.91 0.01
Br -2.47 0.17 0.16 -0.04
H 0.41 1.12 1.44 0.14
```

The calculation puts the HOMO-LUMO gap at 8.42 eV. The value obtained for the HOMO energy is -8.932 eV.

Entry 2:
Density functional theory data (the ωB97M-V functional and the def2-TZVPD basis) for 2 unconnected molecules or ions with the total composition C9H12O6PS.

The geometry in XYZ format:
```
29
Properties=species:S:1:pos:R:3:nbo_charge:R:1
O -0.99 -1.99 -1.81 -0.47
C -1.18 -0.86 -2.10 0.79
O 0.00 -0.10 -2.56 -0.82
P 1.14 0.18 -1.52 1.23
C -2.39 -0.06 -2.08 -0.18
C -3.56 -0.70 -1.65 -0.14
C -4.74 0.02 -1.59 -0.21
C -4.77 1.37 -1.95 -0.14
C -3.61 2.00 -2.38 -0.21
C -2.42 1.29 -2.45 -0.16
H 0.81 -0.32 -0.27 0.07
H 1.36 1.55 -1.42 0.02
H 2.31 -0.42 -1.95 0.04
H -3.54 -1.75 -1.39 0.24
H -5.65 -0.48 -1.25 0.24
H -5.69 1.93 -1.89 0.23
H -3.62 3.04 -2.67 0.23
H -1.52 1.78 -2.81 0.22
C 4.13 0.14 3.66 -0.10
C 3.80 -1.33 3.87 -0.10
O 2.58 -1.51 3.13 -0.67
S 2.58 -0.59 1.86 2.56
O 2.97 -1.30 0.69 -0.93
O 1.35 0.14 1.80 -0.93
O 3.76 0.37 2.28 -0.69
H 3.52 0.79 4.29 0.21
H 5.18 0.37 3.79 0.23
H 3.62 -1.58 4.91 0.23
H 4.57 -1.98 3.45 0.21
```

The calculation puts the HOMO-LUMO gap at 9.46 eV. The value obtained for the HOMO energy is -12.914 eV. As for the total charge: +1.

Entry 3:
Density functional theory data (the ωB97M-V functional and the def2-TZVPD basis) for C5H9NO in the gas phase.

The geometry in XYZ format:
```
16
Properties=species:S:1:pos:R:3:nbo_charge:R:1
C -1.87 0.22 -0.80 -0.60
C -0.99 -0.48 0.22 -0.35
C 0.33 -1.09 -0.30 -0.22
N 1.15 -0.12 0.51 -0.46
C 2.15 0.75 -0.31 -0.73
C -0.13 0.43 1.08 0.73
O -0.28 1.28 1.90 -0.47
H -1.27 0.84 -1.47 0.22
H -2.60 0.86 -0.28 0.23
H -2.42 -0.51 -1.40 0.22
H -1.58 -1.14 0.85 0.24
H 0.54 -2.10 0.06 0.21
H 0.60 -0.95 -1.35 0.25
H 1.68 -0.56 1.26 0.43
H 3.04 0.83 0.38 0.15
H 1.64 1.73 -0.34 0.15
```

The calculation puts the HOMO-LUMO gap at 7.13 eV. The value obtained for the HOMO energy is -6.851 eV.

Entry 4:
Density functional theory data (the ωB97M-V functional and the def2-TZVPD basis) for C21H30ClN3O3S in the gas phase.

The geometry in XYZ format:
```
59
Properties=species:S:1:pos:R:3:nbo_charge:R:1
C 2.73 3.97 -0.49 -0.61
C 1.87 2.72 -0.38 -0.41
C 2.69 1.44 -0.19 -0.12
C 1.76 0.23 -0.23 0.69
O 1.59 -0.38 -1.28 -0.64
N 1.12 -0.06 0.92 -0.64
C 0.00 -1.00 0.92 -0.04
C 0.52 -2.43 0.95 -0.40
C -0.54 -3.53 0.81 -0.40
C -1.51 -3.32 -0.36 -0.42
C -2.87 -2.71 0.01 -0.21
N -2.87 -1.35 0.55 -0.44
C -2.98 -0.21 -0.18 0.66
O -2.67 0.87 0.29 -0.61
C -3.59 -0.23 -1.55 -0.36
S -4.97 -1.16 -2.01 0.46
C -4.98 -0.52 -3.61 -0.17
C -6.03 -0.93 -4.59 -0.64
C -3.96 0.36 -3.78 -0.28
C -3.17 0.52 -2.61 -0.02
Cl -1.79 1.55 -2.60 0.05
C -2.38 -1.18 1.92 -0.21
C -0.95 -0.63 2.06 -0.42
N 3.58 1.50 0.97 -0.43
C 5.03 1.47 0.78 -0.20
C 5.57 1.39 2.21 -0.41
C 4.48 2.06 3.04 -0.50
C 3.22 1.85 2.22 0.70
O 2.07 1.99 2.63 -0.65
H 2.12 4.85 -0.66 0.22
H 3.30 4.14 0.43 0.20
H 3.44 3.89 -1.32 0.20
H 1.17 2.82 0.45 0.23
H 1.28 2.59 -1.29 0.22
H 3.34 1.31 -1.06 0.23
H 1.20 0.61 1.68 0.43
H -0.52 -0.84 -0.03 0.21
H 1.23 -2.52 0.12 0.22
H 1.09 -2.58 1.87 0.20
H -0.01 -4.47 0.66 0.21
H -1.09 -3.65 1.74 0.19
H -1.04 -2.71 -1.14 0.22
H -1.74 -4.28 -0.82 0.21
H -3.50 -2.74 -0.87 0.22
H -3.36 -3.35 0.76 0.19
H -5.85 -0.43 -5.55 0.23
H -6.02 -2.01 -4.77 0.23
H -7.03 -0.66 -4.25 0.23
H -3.76 0.88 -4.70 0.23
H -3.05 -0.49 2.43 0.22
H -2.48 -2.15 2.40 0.20
H -0.53 -0.98 3.01 0.20
H -1.01 0.45 2.10 0.24
H 5.32 0.62 0.17 0.21
H 5.36 2.38 0.27 0.19
H 5.66 0.34 2.50 0.21
H 6.54 1.86 2.31 0.22
H 4.35 1.67 4.04 0.24
H 4.63 3.14 3.12 0.23
```

The calculation puts the HOMO-LUMO gap at 9.33 eV. As for the SMILES: CC[C@H](C(=O)N[C@H]1CCCCN(C(=O)c2sc(C)cc2Cl)CC1)N1CCCC1=O. The value obtained for the HOMO energy is -8.681 eV.

Entry 5:
Density functional theory data (the ωB97M-V functional and the def2-TZVPD basis) for a molecular structure, C7H21NNbO6P2 in a non-equilibrium geometry.

The geometry in XYZ format:
```
38
Properties=species:S:1:pos:R:3:nbo_charge:R:1
O 6.69 -4.82 0.21 -0.56
C 5.84 -4.25 -0.53 0.80
N 4.89 -3.53 -1.12 -0.87
Nb 3.81 -2.47 0.44 1.70
P 1.90 -4.17 0.53 0.75
O 0.63 -3.40 1.03 -1.14
H 2.81 -1.51 -0.77 -0.44
H 3.03 -1.59 1.85 -0.30
H 4.84 -3.37 1.65 -0.42
H 5.06 -1.12 0.30 -0.38
H 1.67 -4.63 -0.82 -0.07
H 2.16 -5.30 1.37 -0.07
O 0.58 1.74 0.14 -0.86
P -0.66 1.34 -0.67 2.34
O -1.52 2.71 -0.32 -0.79
C -1.21 3.89 -1.05 -0.07
C -1.74 3.83 -2.47 -0.63
O -1.24 0.32 0.50 -0.83
C -0.36 -0.36 1.39 -0.07
C -0.27 0.39 2.71 -0.63
O -1.97 0.84 -1.66 -0.81
C -3.19 0.31 -1.17 -0.04
C -4.00 1.23 -0.28 -0.64
H -0.12 4.06 -1.04 0.18
H -1.67 4.73 -0.52 0.18
H -1.21 3.05 -3.04 0.21
H -1.59 4.78 -2.98 0.20
H -2.80 3.57 -2.48 0.21
H 0.63 -0.50 0.94 0.21
H -0.77 -1.35 1.57 0.21
H -0.06 1.46 2.58 0.21
H 0.51 -0.03 3.35 0.22
H -1.23 0.34 3.24 0.19
H -3.02 -0.66 -0.69 0.20
H -3.80 0.09 -2.06 0.17
H -3.50 1.41 0.68 0.23
H -4.98 0.80 -0.06 0.20
H -4.15 2.21 -0.75 0.20
```

The calculation puts the HOMO-LUMO gap at 5.44 eV. The value obtained for the HOMO energy is -4.813 eV. As for the total charge: -1.

Entry 6:
Density functional theory data (the ωB97M-V functional and the def2-TZVPD basis) for 8 unconnected molecules or ions with the total composition C24H68ClN6O11 in a non-equilibrium geometry.

The geometry in XYZ format:
```
110
Properties=species:S:1:pos:R:3:mulliken_charge:R:1
Cl -0.75 1.48 -0.46 1.02
O 0.54 1.14 -1.07 -0.51
O -0.91 2.91 -0.39 -0.70
O -1.89 0.87 -1.10 -0.36
O -0.71 0.90 0.86 -0.17
O -3.81 2.14 1.11 -0.71
H -2.92 1.75 1.14 0.29
H -3.75 2.81 0.42 0.32
C -0.20 3.72 3.92 -0.91
C 0.88 4.60 3.27 0.22
C 1.94 5.05 4.25 -0.81
O 1.48 5.61 5.45 -0.38
C 0.64 6.71 5.25 -0.67
N 1.52 3.86 2.18 -0.60
H 0.25 2.96 4.55 0.20
H -0.87 3.28 3.18 0.23
H -0.85 4.34 4.55 0.38
H 0.43 5.49 2.80 0.27
H 2.68 5.71 3.78 0.39
H 2.59 4.19 4.44 0.38
H 1.07 7.39 4.50 0.30
H 0.40 7.32 6.13 0.28
H -0.37 6.45 4.90 0.22
H 1.97 3.08 2.64 0.21
H 0.90 3.54 1.46 0.24
C -1.83 -2.54 -0.18 0.04
C -2.51 -3.11 -1.42 0.81
C -3.14 -4.50 -1.22 -1.29
O -2.12 -5.44 -0.94 -0.25
C -2.68 -6.68 -0.57 -0.80
N -3.61 -2.23 -1.78 -0.83
H -2.52 -2.32 0.63 0.07
H -1.27 -1.67 -0.50 -0.49
H -1.12 -3.31 0.15 0.17
H -1.79 -3.15 -2.24 0.06
H -3.71 -4.80 -2.10 0.53
H -3.84 -4.39 -0.38 0.37
H -3.33 -6.55 0.30 0.32
H -1.89 -7.41 -0.37 0.24
H -3.30 -7.07 -1.38 0.32
H -4.35 -2.20 -1.08 0.35
H -3.34 -1.25 -1.80 0.27
C 0.48 -1.70 -3.19 -1.17
C 1.47 -0.76 -3.87 1.46
C 2.77 -1.41 -4.31 -1.33
O 3.38 -1.98 -3.17 -0.05
C 4.55 -2.75 -3.38 -0.93
N 0.85 -0.12 -5.05 -0.78
H 0.24 -2.51 -3.89 0.50
H -0.37 -1.13 -2.82 0.01
H 0.96 -2.19 -2.33 0.55
H 1.74 0.03 -3.17 -0.02
H 3.38 -0.62 -4.76 0.38
H 2.58 -2.12 -5.13 0.37
H 4.77 -3.18 -2.41 0.22
H 5.36 -2.11 -3.73 0.34
H 4.43 -3.54 -4.13 0.34
H 0.23 -0.76 -5.53 0.36
H 0.23 0.58 -4.66 -0.12
C -2.35 -1.04 3.62 -1.40
C -2.09 -2.54 3.63 0.77
C -0.66 -2.85 3.20 0.31
O -0.35 -4.23 3.22 -0.43
C 0.88 -4.58 2.64 -0.63
N -2.46 -3.17 4.92 -0.89
H -1.51 -0.48 4.03 0.27
H -3.23 -0.73 4.18 0.37
H -2.47 -0.64 2.61 0.17
H -2.77 -2.99 2.89 0.30
H 0.06 -2.31 3.83 0.22
H -0.52 -2.50 2.17 -0.43
H 0.90 -4.22 1.61 0.25
H 0.93 -5.67 2.67 0.27
H 1.71 -4.19 3.25 0.24
H -3.46 -3.20 5.07 0.28
H -2.21 -4.14 4.70 0.32
C -2.99 3.42 -3.68 -1.21
C -2.00 2.60 -4.50 0.35
C -0.58 3.17 -4.32 -0.34
O -0.44 4.39 -5.00 -0.41
C 0.91 4.79 -5.19 -0.75
N -2.09 1.17 -4.16 -0.51
H -3.03 4.47 -3.96 0.38
H -2.69 3.39 -2.62 0.16
H -4.01 3.03 -3.68 0.38
H -2.24 2.69 -5.57 0.34
H 0.08 2.49 -4.89 0.28
H -0.39 3.11 -3.24 0.21
H 0.83 5.82 -5.52 0.28
H 1.34 4.11 -5.93 0.31
H 1.54 4.71 -4.30 0.28
H -1.88 1.09 -3.16 -0.07
H -3.08 0.95 -4.05 0.39
C 3.86 -0.14 -0.05 -1.47
C 3.03 -1.12 0.83 0.54
C 2.54 -0.52 2.13 0.34
O 3.55 -0.20 3.04 -0.47
C 3.03 0.04 4.31 -0.51
N 1.91 -1.64 0.00 -0.14
H 3.89 -0.52 -1.06 0.37
H 4.88 -0.07 0.35 0.43
H 3.41 0.86 -0.06 0.19
H 3.73 -1.96 0.91 0.16
H 1.84 -1.23 2.58 -0.21
H 1.86 0.30 1.83 0.13
H 3.82 0.30 5.02 0.34
H 2.55 -0.84 4.77 0.28
H 2.26 0.82 4.36 0.10
H 2.07 -1.37 -0.96 -0.17
H 1.09 -1.07 0.24 -0.10
```

The calculation puts the HOMO-LUMO gap at 9.23 eV. The value obtained for the HOMO energy is -6.604 eV. As for the total charge: -1.

Entry 7:
Density functional theory data (the ωB97M-V functional and the def2-TZVPD basis) for C3H7NO2 in the gas phase in a non-equilibrium geometry.

The geometry in XYZ format:
```
13
Properties=species:S:1:pos:R:3:nbo_charge:R:1
C -1.26 -0.08 -1.64 -0.41
N -0.46 -0.61 -0.55 -0.63
C -0.16 0.26 0.56 -0.32
C 1.22 -0.02 1.09 0.79
O 2.17 -0.22 0.39 -0.60
O 1.30 0.09 2.42 -0.68
H -1.38 1.00 -1.50 0.18
H -0.77 -0.33 -2.58 0.20
H -2.26 -0.52 -1.67 0.19
H 0.38 -1.04 -0.83 0.38
H -0.11 1.32 0.25 0.20
H -0.90 0.21 1.37 0.21
H 2.22 -0.07 2.68 0.50
```

The calculation puts the HOMO-LUMO gap at 9.64 eV. As for the SMILES: CNCC(=O)O. The value obtained for the HOMO energy is -8.881 eV.

Entry 8:
Density functional theory data (the ωB97M-V functional and the def2-TZVPD basis) for 2 unconnected molecules or ions with the total composition C5H14 in a non-equilibrium geometry.

The geometry in XYZ format:
```
19
Properties=species:S:1:pos:R:3:nbo_charge:R:1
C -1.37 -1.45 -1.47 -0.62
C -1.18 -0.96 0.00 -0.40
C -0.88 -2.13 0.94 -0.60
H -0.63 -0.93 -2.07 0.20
H -2.39 -1.32 -1.82 0.21
H -0.94 -2.45 -1.51 0.21
H -0.29 -0.33 -0.04 0.19
H -2.00 -0.45 0.49 0.20
H -0.87 -1.71 1.91 0.20
H -1.65 -2.90 0.93 0.20
H 0.04 -2.71 0.79 0.20
C 2.02 1.77 0.65 -0.62
C 1.01 2.52 -0.24 -0.62
H 1.84 0.71 0.85 0.21
H 3.04 1.99 0.39 0.21
H 1.82 2.13 1.66 0.20
H 0.22 1.86 -0.61 0.21
H 1.43 2.94 -1.16 0.20
H 0.76 3.41 0.32 0.21
```

The calculation puts the HOMO-LUMO gap at 12.39 eV. As for the SMILES: CCC.CC. The value obtained for the HOMO energy is -11.288 eV.

Entry 9:
Density functional theory data (the ωB97M-V functional and the def2-TZVPD basis) for a molecular structure, F2H8HfO4 in a non-equilibrium geometry.

The geometry in XYZ format:
```
15
Properties=species:S:1:pos:R:3:mulliken_charge:R:1
Hf 1.59 -2.43 0.82 2.16
F 0.04 -0.85 0.49 -0.25
F 0.20 -2.76 2.56 -0.40
O 0.63 1.84 1.31 -0.57
H -0.11 1.83 1.93 0.37
H 0.70 0.94 1.00 0.26
O 2.60 -0.44 -0.37 -0.54
H 3.02 0.33 0.05 0.38
H 2.20 -0.08 -1.18 0.37
O -2.54 1.21 0.15 -0.47
H -1.71 0.72 0.12 0.22
H -2.38 2.00 -0.38 0.37
O -1.76 -0.82 -2.00 -0.50
H -1.57 -0.74 -2.94 0.36
H -0.91 -0.75 -1.57 0.23
```

The calculation puts the HOMO-LUMO gap at 2.67 eV. The value obtained for the HOMO energy is -17.126 eV. As for the total charge: +2.

Entry 10:
Density functional theory data (the ωB97M-V functional and the def2-TZVPD basis) for a molecular structure, C28H22BrN8O7V.

The geometry in XYZ format:
```
67
Properties=species:S:1:pos:R:3:nbo_charge:R:1
V -0.05 1.16 0.89 1.48
O -3.38 1.45 3.23 -0.69
C -2.34 0.60 2.95 0.45
O -1.26 -0.30 1.09 -0.50
C -1.18 1.02 3.87 -0.12
O 0.12 0.95 3.27 -0.55
C 0.90 2.09 3.64 -0.20
C 0.55 3.30 2.75 0.76
O 0.98 4.39 3.03 -0.62
O -0.17 3.00 1.72 -0.77
H -4.20 0.95 3.05 0.51
H -1.20 0.43 4.79 0.20
H -1.40 2.07 4.12 0.22
H 1.95 1.83 3.50 0.23
H 0.74 2.34 4.69 0.21
N -0.09 -2.12 -8.88 -0.30
C -0.06 -1.75 -7.79 0.28
C -0.03 -1.27 -6.44 -0.18
C -1.15 -1.42 -5.63 -0.16
C -1.11 -0.96 -4.32 -0.19
C 0.05 -0.37 -3.82 -0.06
C 1.16 -0.23 -4.64 -0.16
C 1.13 -0.68 -5.95 -0.16
C 0.08 0.11 -2.41 0.21
C -0.63 1.27 -2.14 -0.03
C -1.37 2.06 -3.05 -0.18
C -1.91 3.11 -2.34 -0.32
C -1.47 2.95 -1.01 0.06
N -0.71 1.87 -0.88 -0.55
C 0.81 -0.67 -1.51 -0.02
C 1.54 -1.86 -1.79 -0.20
C 2.08 -2.29 -0.60 -0.32
C 1.67 -1.37 0.37 0.02
N 0.92 -0.41 -0.15 -0.52
H -2.04 -1.89 -6.02 0.23
H -1.97 -1.07 -3.68 0.23
H 2.06 0.23 -4.25 0.22
H 1.99 -0.57 -6.59 0.23
H -1.48 1.87 -4.10 0.23
H -2.54 3.91 -2.70 0.23
H -1.67 3.57 -0.15 0.24
H 1.63 -2.32 -2.76 0.23
H 2.68 -3.17 -0.44 0.22
H 1.88 -1.39 1.43 0.20
Br -0.14 -6.32 3.43 0.07
C -0.96 -4.62 3.32 -0.06
C -2.34 -4.54 3.30 -0.25
C -2.93 -3.30 3.22 -0.13
C -2.16 -2.14 3.15 -0.19
C -0.77 -2.25 3.16 -0.08
C -0.17 -3.49 3.26 -0.26
C -2.92 -0.85 3.06 0.57
O -4.14 -0.87 3.04 -0.55
O -2.02 0.83 1.56 -0.31
H -2.94 -5.44 3.34 0.23
H -4.01 -3.21 3.20 0.24
H -0.15 -1.38 3.08 0.22
H 0.91 -3.58 3.27 0.23
N 5.31 2.32 0.97 -0.58
N 4.00 2.29 0.51 0.19
N 3.63 2.93 -0.57 -0.25
C 2.32 2.70 -0.57 0.16
N 1.96 1.96 0.47 -0.31
N 3.05 1.71 1.16 -0.05
H 5.90 2.33 0.14 0.39
H 5.45 1.45 1.48 0.39
H 1.63 3.07 -1.31 0.24
```

As for the spin multiplicity: 3. The calculation puts the HOMO-LUMO gap (alpha / beta) at 6.95 / 6.87 eV. The expectation value of S² is 2.01. The value obtained for the HOMO energy (alpha / beta) is -7.972 / -7.950 eV.

Entry 11:
Density functional theory data (the ωB97M-V functional and the def2-TZVPD basis) for C4H5NOS in the gas phase in a non-equilibrium geometry.

The geometry in XYZ format:
```
12
Properties=species:S:1:pos:R:3:nbo_charge:R:1
C -0.20 -1.02 -1.71 -0.16
N 1.05 -1.01 -1.43 -0.12
O 1.45 -0.02 -0.54 -0.37
C 0.66 -0.03 0.62 0.06
C 0.02 1.24 0.99 -0.43
C -0.84 0.09 0.54 -0.40
S -1.48 -0.01 -1.15 0.29
H -0.49 -1.81 -2.45 0.22
H 1.14 -0.63 1.45 0.20
H 0.01 1.51 2.02 0.22
H 0.07 2.11 0.35 0.24
H -1.40 -0.44 1.31 0.24
```

The calculation puts the HOMO-LUMO gap at 10.10 eV. As for the SMILES: C1=NO[C@H]2C[C@H]2S1. The value obtained for the HOMO energy is -9.317 eV.

Entry 12:
Density functional theory data (the ωB97M-V functional and the def2-TZVPD basis) for 2 unconnected molecules or ions with the total composition C5H14 in a non-equilibrium geometry.

The geometry in XYZ format:
```
19
Properties=species:S:1:pos:R:3:nbo_charge:R:1
C 0.55 -0.56 -2.18 -0.39
C 1.01 -1.33 -1.00 -0.57
C -0.89 -1.05 -2.38 -0.64
H 1.26 -0.68 -3.08 0.34
H 0.61 0.57 -1.96 0.42
H 0.36 -1.57 -0.09 0.29
H 1.25 -2.32 -1.53 0.37
H -1.37 -1.62 -1.50 0.24
H 1.98 -1.02 -0.61 0.26
H -0.85 -1.83 -3.09 0.27
H -1.72 -0.35 -2.75 0.30
C -0.63 1.23 3.10 -0.61
C 0.15 1.78 1.96 -0.59
H -0.03 0.85 3.96 0.23
H -1.38 1.86 3.39 0.23
H -1.37 0.54 2.64 0.21
H 0.73 2.64 2.31 0.23
H -0.45 2.01 1.06 0.20
H 0.79 0.83 1.74 0.20
```

As for the spin multiplicity: 2. The calculation puts the HOMO-LUMO gap (alpha / beta) at 11.43 / 2.91 eV. The expectation value of S² is 0.75. The value obtained for the HOMO energy (alpha / beta) is -14.534 / -14.075 eV. As for the total charge: +1.

| no. | M (g/mol) |
| --- | --- |
| 1 | 173.06 |
| 2 | 279.23 |
| 3 | 99.13 |
| 4 | 440.01 |
| 5 | 370.10 |
| 6 | 652.29 |
| 7 | 89.09 |
| 8 | 74.17 |
| 9 | 288.55 |
| 10 | 713.38 |
| 11 | 115.16 |
| 12 | 74.17 |